No. 1
This record from the OMol25 dataset describes an isolated ion of composition CH2NO2 and charge -1 at a distorted geometry. The level of theory is the ωB97M-V functional and the def2-TZVPD basis.

The calculation puts the energy at -244.42685 Ha. For the HOMO-LUMO gap, the calculation gives 0.2900 Ha. As for the total charge: -1. As for the SMILES: C=[N+]([O-])[O-]. The value obtained for the energy above the lowest of the compared OMol25 structures with the same formula, charge and spin is 119.54 kcal/mol.

Each line ends with the natural charge from an NBO analysis.
Positions of all 6 atoms, in Å:
C 0.71 0.04 0.19  -0.41
N -0.52 0.06 -0.22  0.39
O -1.17 -1.27 -0.48  -0.76
O -1.18 1.09 -0.39  -0.56
H 1.06 0.93 0.51  0.16
H 1.10 -0.85 0.39  0.18

***

No. 2
This record from the OMol25 dataset describes C15H25BCl5NRhSi2Te as an isolated structure. The level of theory is the ωB97M-V functional and the def2-TZVPD basis.

The calculation puts the energy at -3924.34279 Ha. For the HOMO-LUMO gap (alpha / beta), the calculation gives 0.3177 / 0.2073 Ha. As for the multiplicity: 5. As for the total charge: +1. The value obtained for the energy above the lowest of the compared OMol25 structures with the same formula, charge and spin is 10.59 kcal/mol.

Each line ends with the natural charge from an NBO analysis.
Positions of all 51 atoms, in Å:
Rh 2.25 -0.09 -0.79  0.93
Cl 4.98 -0.36 -0.82  0.08
C 4.46 -0.43 0.85  -0.05
C 3.08 -0.43 1.05  -0.40
C 2.63 -0.48 2.36  0.05
Cl 0.92 -0.50 2.68  0.02
C 3.51 -0.52 3.43  -0.13
Cl 2.93 -0.56 5.04  0.10
C 4.89 -0.51 3.19  -0.04
Cl 5.99 -0.54 4.50  0.12
C 5.38 -0.47 1.88  -0.10
Cl 7.06 -0.45 1.56  0.11
C -1.18 -4.70 -1.50  -1.11
Si -0.58 -2.96 -1.76  1.63
C 1.30 -2.93 -1.93  -1.06
C -1.39 -2.11 -3.22  -1.13
C -1.06 -1.96 -0.18  -1.18
Te -0.45 0.03 -0.38  1.21
C -2.23 1.04 -0.85  -1.13
Si -2.94 1.87 0.74  1.63
C -3.38 0.47 1.90  -1.13
C -4.43 2.84 0.18  -1.12
C -1.58 2.94 1.44  -1.14
H -0.95 -5.32 -2.37  0.26
H -2.26 -4.74 -1.35  0.26
H -0.70 -5.16 -0.63  0.25
H 1.59 -3.28 -2.92  0.27
H 1.79 -3.56 -1.20  0.26
H 1.75 -1.92 -1.85  0.15
H -1.20 -2.68 -4.13  0.27
H -1.00 -1.10 -3.39  0.24
H -2.47 -2.04 -3.10  0.25
H -0.53 -2.35 0.70  0.28
H -2.13 -1.98 0.01  0.27
H -2.90 0.31 -1.30  0.27
H -1.94 1.80 -1.58  0.28
H -4.15 -0.18 1.49  0.25
H -3.77 0.87 2.84  0.27
H -2.51 -0.15 2.16  0.23
H -5.18 2.19 -0.29  0.25
H -4.16 3.61 -0.54  0.26
H -4.91 3.33 1.03  0.26
H -0.68 2.37 1.70  0.23
H -1.92 3.42 2.36  0.27
H -1.28 3.74 0.75  0.28
B 1.44 4.47 -1.25  -0.60
C 1.81 2.96 -1.34  0.50
N 2.04 1.83 -1.45  -0.74
H 0.35 4.51 -0.73  0.00
H 2.30 5.01 -0.60  0.05
H 1.41 4.86 -2.39  0.06

***

No. 3
This record from the OMol25 dataset describes one molecule with the formula C6H6Cl3NO at a distorted geometry. The level of theory is the ωB97M-V functional and the def2-TZVPD basis.

The calculation puts the energy at -1742.63725 Ha. For the HOMO-LUMO gap (alpha / beta), the calculation gives 0.2188 / 0.2191 Ha. The value obtained for the energy above the lowest of the compared OMol25 structures with the same formula, charge and spin is 74.19 kcal/mol.

Each line ends with the natural charge from an NBO analysis.
Positions of all 17 atoms, in Å:
C -1.21 1.72 -0.11  0.67
C -1.34 -0.81 0.12  0.64
C -1.59 0.61 0.72  -0.67
C -0.08 -1.14 -0.68  -0.55
C 1.14 -1.00 0.14  -0.29
C 1.45 0.39 0.42  -0.36
N -0.76 2.58 -0.79  -0.50
O -2.07 -1.68 0.50  -0.48
Cl 2.41 -2.09 -0.49  -0.11
Cl 2.83 0.63 1.59  -0.08
Cl 1.88 1.14 -1.13  -0.09
H -1.07 0.70 1.73  0.34
H -2.68 0.61 0.75  0.28
H -0.11 -2.19 -1.12  0.26
H 0.15 -0.47 -1.44  0.24
H 0.96 -1.60 1.11  0.24
H 0.09 2.59 -1.32  0.46

***

No. 4
This record from the OMol25 dataset describes a 2-piece molecular cluster, C2H7N3P3 overall at a distorted geometry. The level of theory is the ωB97M-V functional and the def2-TZVPD basis.

The calculation puts the energy at -1268.41763 Ha. For the HOMO-LUMO gap, the calculation gives 0.3019 Ha. As for the total charge: +1. The value obtained for the energy above the lowest of the compared OMol25 structures with the same formula, charge and spin is 30.23 kcal/mol.

Each line ends with the natural charge from an NBO analysis.
Positions of all 15 atoms, in Å:
C 0.88 -0.81 -1.56  0.43
C 1.13 -1.89 -2.38  -0.79
N -1.11 2.83 0.45  -1.31
N 0.73 0.10 -0.87  -0.47
N -0.95 0.64 1.69  -1.24
P -1.52 2.13 1.88  1.43
P -1.17 -0.92 2.52  0.61
P -0.36 2.72 -0.91  1.15
H 0.34 -2.19 -3.12  0.30
H 0.96 -2.88 -1.87  0.30
H 2.05 -2.02 -2.83  0.29
H -0.49 0.47 0.77  0.45
H -1.55 -0.23 3.58  -0.05
H 0.21 -0.74 2.92  -0.01
H 0.85 2.80 -0.27  -0.08